26
Properties=species:S:1:pos:R:3:forces:R:3:nbo_charge:R:1 method="wB97M-V/def2-TZVPD" max_force_ev_per_a=5.90 charge=0 orbital_gap_ev=9.24
H 2.65732 0.75792 -0.55075 -1.49 -0.84 0.60 0.37
H -1.90997 -0.38632 0.82964 -0.73 0.00 0.92 0.21
H 1.02092 0.86750 -2.07440 -1.90 0.29 -0.22 0.23
H -0.64129 -2.03736 2.03783 -0.01 0.03 -1.07 0.20
C -0.90386 -0.46350 0.49042 2.04 -0.51 1.66 -0.28
N 1.77232 0.19606 -0.34208 1.68 0.35 3.73 -0.57
O 1.05968 1.14163 0.69750 -0.41 -1.16 -2.26 -0.45
H 0.82219 -1.23658 -1.76426 -1.56 0.25 -0.67 0.22
H 1.22862 0.09665 2.52468 -2.76 -1.03 1.10 0.38
C -1.05463 -1.32592 -0.82558 -4.31 -0.04 4.03 -0.41
H 2.10292 -0.63276 0.30510 -0.60 2.20 -1.41 0.36
C -0.10388 0.71105 -2.10950 -0.05 -0.14 -0.63 -0.41
C -0.40342 1.01983 0.45333 -0.84 0.09 -1.36 0.09
H 0.83430 -1.87143 1.05157 -1.37 1.56 1.08 0.18
C -0.02313 -1.24018 1.56177 -1.29 -1.77 0.13 -0.22
H -2.23822 -1.24559 -0.94681 2.29 0.15 -0.81 0.19
H -0.42469 -0.06149 3.36150 2.43 -1.25 -2.20 0.38
N 0.37534 -0.54377 2.76325 1.50 2.46 0.97 -0.89
H -1.09815 -2.43102 -0.43303 1.11 1.72 -1.21 0.23
H -0.44743 1.19517 -3.09626 0.15 -1.25 1.30 0.21
H -1.97219 1.52226 -1.13030 2.11 -0.27 0.72 0.21
H -0.75721 -1.47505 -2.82405 1.68 1.71 1.09 0.21
C -0.81440 1.48587 -0.94027 0.02 -0.09 -1.89 -0.44
H -0.98924 1.80320 1.10165 1.66 -1.95 -0.22 0.22
H -0.42601 2.46926 -1.08870 -0.17 1.17 0.12 0.21
C -0.24217 -0.85940 -1.93545 0.81 -1.70 -3.49 -0.44